# 1
82
Properties=species:S:1:pos:R:3:mulliken_spin:R:1 method="wB97M-V/def2-TZVPD" lumo_energy_ha="-0.23337 / -0.28745" total_energy_ha=-1941.3529 charge=+2 e_homo_ev="-13.531 / -13.771" multiplicity=6 max_force_ev_per_a=3.729
Ru -9.149 -16.645 12.736 4.0542
B -6.050 -18.133 11.716 -0.0080
N -7.378 -19.029 11.930 0.0078
C -7.463 -20.344 11.587 0.0381
C -8.752 -20.725 11.343 0.0209
C -9.497 -19.574 11.566 0.0241
N -8.679 -18.515 11.873 0.1251
N -6.168 -16.919 12.707 -0.0150
C -5.128 -16.452 13.472 0.0477
C -5.360 -15.092 13.840 0.0119
C -6.632 -14.765 13.364 0.0363
N -7.112 -15.861 12.623 0.1075
H -5.070 -18.823 12.164 0.0005
H -5.853 -17.829 10.574 0.0002
H -6.561 -20.990 11.533 0.0010
H -9.019 -21.764 11.085 0.0020
H -10.563 -19.470 11.420 -0.0007
H -4.413 -17.221 13.656 0.0009
H -4.618 -14.406 14.286 0.0010
H -7.094 -13.762 13.247 0.0004
N -9.166 -17.738 14.761 0.1090
C -8.720 -16.876 15.821 -0.0120
C -9.717 -15.744 15.942 0.0048
C -9.384 -14.464 15.172 -0.0034
N -9.541 -14.688 13.686 0.1300
H -10.059 -18.218 15.029 -0.0011
H -8.536 -18.564 14.651 -0.0003
H -7.716 -16.476 15.526 0.0023
H -8.619 -17.485 16.766 0.0062
H -9.767 -15.558 17.040 0.0005
H -10.753 -16.030 15.654 0.0006
H -8.319 -14.271 15.375 0.0012
H -9.991 -13.574 15.452 0.0036
H -9.148 -13.842 13.206 -0.0006
H -10.547 -14.532 13.473 -0.0037
O -10.922 -16.355 5.970 0.0003
C -9.747 -15.678 6.414 0.0002
C -9.611 -15.710 7.932 0.0056
C -8.444 -15.470 8.622 -0.0031
C -8.333 -15.574 10.017 0.0271
N -9.355 -15.952 10.770 0.1272
C -10.540 -16.098 10.133 0.0003
C -10.700 -15.965 8.741 0.0036
C -11.625 -16.369 11.045 0.0327
C -12.957 -16.202 10.651 -0.0078
C -13.979 -16.684 11.475 0.0129
C -15.408 -16.541 11.033 -0.0001
O -15.374 -15.289 10.283 0.0003
C -13.542 -17.330 12.645 -0.0010
C -12.248 -17.156 13.142 0.0295
N -11.260 -16.697 12.367 0.0599
H -10.728 -16.750 5.075 0.0000
H -9.807 -14.641 6.034 0.0009
H -8.760 -16.113 6.103 0.0005
H -7.491 -15.308 8.111 0.0024
H -7.379 -15.463 10.488 0.0105
H -11.688 -16.070 8.277 0.0022
H -13.091 -15.609 9.734 0.0012
H -16.126 -16.483 11.851 0.0006
H -15.713 -17.362 10.319 0.0014
H -16.273 -15.010 10.145 0.0001
H -14.183 -17.945 13.245 0.0012
H -12.021 -17.376 14.186 -0.0017
C -1.747 -10.869 11.305 0.0000
C -1.819 -9.597 10.434 0.0000
C -0.847 -8.577 11.091 0.0000
C -3.223 -8.991 10.309 0.0000
N -3.972 -9.147 11.543 0.0000
C -4.960 -9.971 11.949 0.0000
N -5.258 -9.739 13.247 0.0000
N -4.514 -8.637 13.557 0.0000
N -3.766 -8.270 12.557 0.0000
H -0.752 -11.259 11.473 0.0000
H -2.273 -11.728 10.857 0.0000
H -2.246 -10.569 12.278 0.0000
H -1.516 -9.805 9.370 0.0000
H 0.143 -8.995 11.255 0.0000
H -1.197 -8.524 12.115 0.0000
H -0.820 -7.549 10.672 0.0000
H -3.770 -9.422 9.488 0.0000
H -3.088 -7.941 10.129 0.0000
H -5.572 -10.571 11.308 0.0000

# 2
78
Properties=species:S:1:pos:R:3:mulliken_spin:R:1 method="wB97M-V/def2-TZVPD" lumo_energy_ha="0.08057 / 0.08039" total_energy_ha=-4393.3206 charge=-1 e_homo_ev="-1.966 / -1.965" multiplicity=5 max_force_ev_per_a=3.256
C -1.635 -2.425 -4.440 0.0001
C -0.973 -3.131 -3.231 -0.0016
H -2.001 -3.139 -5.202 0.0000
H -0.864 -1.756 -4.869 0.0006
H -2.505 -1.819 -4.102 -0.0001
C -0.510 -4.412 -3.332 0.0002
C -0.237 -5.100 -4.607 0.0000
H -0.268 -4.989 -2.421 0.0001
H 0.133 -4.383 -5.364 0.0000
H -1.077 -5.646 -5.077 0.0000
H 0.544 -5.849 -4.429 0.0000
Fe -0.728 2.308 -0.359 3.6472
Cl -2.834 1.754 -0.387 0.0965
Cl 1.238 3.153 -0.042 0.1062
H 0.955 5.284 3.433 0.0006
H -1.381 6.458 2.593 0.0006
C 0.980 4.914 2.395 0.0008
C -1.103 5.986 1.625 0.0016
N -0.367 4.755 1.852 0.0095
H 1.509 3.956 2.317 -0.0009
C -1.079 3.597 2.122 0.0072
O -0.730 2.753 2.948 0.0086
H -2.018 5.783 1.039 -0.0009
H -2.053 3.566 1.539 0.0008
H 1.492 5.655 1.769 0.0017
H -0.459 6.686 1.071 -0.0001
H 2.160 -1.470 -3.509 0.0004
H 2.139 -3.877 -2.587 0.0001
C 3.002 -1.210 -2.854 -0.0007
C 3.096 -3.581 -2.122 -0.0001
N 3.004 -2.161 -1.741 0.0000
H 2.848 -0.198 -2.455 0.0013
C 3.451 -1.721 -0.510 0.0001
O 3.598 -0.544 -0.216 0.0004
H 3.246 -4.200 -1.216 0.0000
H 3.704 -2.589 0.148 0.0000
H 3.952 -1.250 -3.421 0.0001
H 3.927 -3.764 -2.838 0.0000
O 0.038 -1.976 -2.586 0.0008
C -1.062 -2.351 -1.888 0.0022
C 0.369 -3.263 0.059 0.0000
C -0.869 -3.055 -0.589 0.0008
H 1.265 -2.791 -0.375 0.0000
C 0.438 -4.048 1.201 0.0002
H -1.889 -1.594 -1.959 0.0015
C -2.020 -3.531 0.048 -0.0003
H 1.408 -4.289 1.674 0.0000
C -0.715 -4.578 1.792 0.0000
C -1.960 -4.280 1.216 -0.0002
H -2.986 -3.304 -0.405 0.0001
H -0.668 -5.186 2.693 0.0000
H -2.878 -4.647 1.672 0.0000
Si -0.381 2.931 -3.614 -0.0022
Cl -0.147 1.074 -2.291 0.0631
C 1.333 3.493 -4.056 0.0028
C -1.260 4.067 -2.363 0.0111
C -1.432 2.888 -5.197 -0.0001
H 2.117 2.738 -3.907 0.0003
H 1.584 4.399 -3.490 0.0002
H 1.315 3.775 -5.122 -0.0001
H -0.805 2.521 -6.037 0.0003
H -1.690 3.943 -5.418 0.0002
H -2.368 2.308 -5.088 -0.0001
H -2.125 3.626 -1.793 -0.0102
H -1.683 4.872 -3.008 0.0067
H -0.518 4.522 -1.687 0.0001
N 3.566 -0.760 3.820 0.0003
C 2.527 -0.695 3.272 -0.0003
C 1.222 -0.606 2.659 -0.0018
C 0.104 -1.140 3.340 -0.0010
C -1.148 -1.078 2.718 -0.0013
C -1.220 -0.398 1.494 0.0057
N -0.216 0.334 0.987 0.0508
C 1.010 0.094 1.466 -0.0009
H 0.251 -1.643 4.298 -0.0002
H -2.037 -1.536 3.154 0.0004
H -2.140 -0.396 0.913 -0.0003
H 1.829 0.540 0.915 -0.0087

# 3
78
Properties=species:S:1:pos:R:3:mulliken_charge:R:1 method="wB97M-V/def2-TZVPD" lumo_energy_ha=-0.01438 total_energy_ha=-3302.1258 e_homo_ev=-8.276 max_force_ev_per_a=2.718
C 3.111 1.890 -2.719 -1.4487
C 3.454 2.045 -1.271 0.1570
H 3.611 2.638 -3.345 0.4428
H 2.023 1.936 -2.916 0.0879
H 3.459 0.895 -3.041 0.3003
C 4.202 3.030 -0.752 0.0984
C 4.881 4.109 -1.531 -1.5146
H 4.349 3.076 0.330 0.3828
H 4.568 4.170 -2.583 0.3624
H 5.974 3.962 -1.523 0.2709
H 4.703 5.085 -1.052 0.3089
Tl -0.086 -0.182 -0.886 1.3716
Cl 1.441 -1.999 -1.671 -0.5097
Cl -1.058 1.048 -2.760 -0.4066
H -4.653 -3.278 1.038 0.3289
H -4.225 -4.852 -0.906 0.3257
C -4.398 -2.421 0.403 -0.7924
C -4.020 -3.965 -1.519 -0.9012
N -3.542 -2.870 -0.690 0.2310
H -3.864 -1.667 0.980 0.1304
C -2.405 -2.245 -0.961 0.3890
O -2.066 -1.194 -0.342 -0.8622
H -3.250 -4.212 -2.256 0.2846
H -1.759 -2.687 -1.737 0.2577
H -5.329 -1.996 0.003 0.3269
H -4.940 -3.683 -2.050 0.3186
H 0.540 3.515 -1.633 0.1528
H 1.909 4.266 0.738 0.1885
C -0.312 3.965 -1.094 -0.9066
C 0.901 4.673 0.932 -0.8292
N -0.132 3.845 0.341 0.2816
H -1.231 3.456 -1.393 0.2959
C -0.676 2.816 1.034 0.0511
O -1.440 1.972 0.553 -0.6241
H 0.747 4.719 2.018 0.3360
H -0.372 2.794 2.106 0.3963
H -0.352 5.033 -1.344 0.3692
H 0.846 5.683 0.508 0.3151
O 1.430 1.345 -0.312 -0.2468
C 2.767 1.020 -0.373 0.0637
C 2.787 1.584 2.119 0.6562
C 3.330 0.867 1.051 -0.4495
H 1.886 2.181 1.956 0.0615
C 3.395 1.531 3.380 -0.9528
H 2.867 0.054 -0.898 0.5200
C 4.415 0.010 1.263 -0.0555
H 2.971 2.104 4.210 0.4191
C 4.543 0.754 3.557 -0.4728
C 5.040 -0.025 2.510 -0.7269
H 4.772 -0.595 0.427 0.4455
H 5.051 0.735 4.525 0.3739
H 5.913 -0.669 2.652 0.3837
Si -2.174 0.269 -5.776 0.5753
Cl -0.338 1.272 -5.822 -0.3177
C -3.535 1.334 -5.053 -0.8415
C -1.935 -1.478 -5.161 -0.5445
C -2.613 0.181 -7.628 -1.0435
H -3.317 1.669 -4.031 0.2177
H -4.488 0.784 -5.056 0.3096
H -3.666 2.215 -5.698 0.2702
H -2.792 1.196 -8.002 0.2591
H -3.512 -0.423 -7.818 0.3251
H -1.776 -0.245 -8.195 0.2747
H -1.555 -1.544 -4.133 -0.0753
H -1.228 -1.989 -5.833 0.2975
H -2.896 -2.013 -5.221 0.3217
N -2.994 0.090 5.295 -0.5232
C -2.072 -0.205 4.634 -0.1496
C -0.947 -0.571 3.802 -0.1139
C 0.173 -1.230 4.321 -0.2589
C 1.227 -1.538 3.474 -1.0669
C 1.087 -1.247 2.114 -0.1896
N 0.013 -0.636 1.620 0.5113
C -0.975 -0.263 2.434 -0.5055
H 0.192 -1.488 5.380 0.5058
H 2.146 -2.001 3.820 0.4805
H 1.859 -1.524 1.393 0.4956
H -1.796 0.293 1.980 0.7994

What are the energy relative to the best compared isomer or geometry (same formula, charge and spin) values for these records? In order: 13.66, 110.00, 7.42 kcal/mol.